--- a ---
Entry from the OMol25 dataset: a 3-piece molecular cluster, C3H11NO2 overall (wB97M-V/def2-TZVPD).

Properties
**Frontier orbital gap**: 9.59 eV
**E_HOMO**: -0.34089 Eh
**Structure (SMILES)**: C=CCN.O.O

Geometry as ORCA input:
```
! wB97M-V def2-TZVPD RIJCOSX def2/J DEFGRID3
* xyz 0 1
N -1.11337 -1.31643 0.27862
C -0.32334 -0.59642 1.28836
C 1.90494 0.81501 1.28452
C 0.58857 0.49984 0.85274
H -1.30411 -2.24213 0.64679
H -0.49472 -1.62316 -0.56100
H 0.15980 -1.08336 2.15021
H -1.00419 0.12650 1.78029
H 2.09443 1.92477 1.63703
H 2.58956 0.06925 1.43620
H -0.01649 1.27636 0.30239
H -3.78713 1.27924 -0.34778
H -2.37957 0.57224 -0.67861
O -3.09847 1.18325 -0.98930
H 1.84531 -0.60585 -2.40420
H 2.15698 0.33548 -3.37421
O 2.18179 -0.61458 -3.30205
*
```


--- b ---
Entry from the OMol25 dataset: a 2-piece molecular cluster, C3H11NO2 overall (wB97M-V/def2-TZVPD).

Properties
**Frontier orbital gap**: 9.68 eV
**E_HOMO**: -0.33074 Eh
**Structure (SMILES)**: C[C@@H](O)CN.O

Geometry as ORCA input:
```
! wB97M-V def2-TZVPD RIJCOSX def2/J DEFGRID3
* xyz 0 1
C 2.10329 0.94509 -0.82630
C 0.61925 1.42437 -0.47891
C 0.39112 2.68594 -1.38671
O -0.15012 0.35617 -0.92725
N 2.13473 -0.54719 -0.92884
H 2.71936 1.35596 0.01211
H 2.50952 1.41957 -1.73800
H 0.47501 1.54871 0.65321
H -0.63400 2.79508 -1.75382
H 0.92107 2.41480 -2.40810
H 0.68855 3.68116 -0.85677
H -0.84672 0.16304 -0.35195
H 2.62787 -0.79693 -1.81994
H 1.24183 -0.93864 -1.18450
H -4.52219 -3.35275 3.47057
H -3.53196 -4.05178 4.53598
O -4.25905 -4.19871 3.93908
*
```


What should be chosen as the most stable of them? Choose b.


--- a ---
Entry from the OMol25 dataset: a 2-piece molecular cluster, C3H11NO2 overall (wB97M-V/def2-TZVPD).

Properties
**Frontier orbital gap**: 9.55 eV
**E_HOMO**: -0.33351 Eh
**Structure (SMILES)**: NCCCO.O

Geometry as ORCA input:
```
! wB97M-V def2-TZVPD RIJCOSX def2/J DEFGRID3
* xyz 0 1
C 1.48209 -0.53011 -0.13816
C 0.43783 0.27670 0.61464
C -0.25124 1.30818 -0.29723
O -1.39030 1.87802 0.30080
N 2.25710 -1.42863 0.72835
H 2.09306 0.16768 -0.73010
H 0.94534 -1.14223 -0.86871
H 0.84955 0.82294 1.47484
H -0.36285 -0.36046 1.00666
H -0.48130 0.85452 -1.26956
H 0.43399 2.13212 -0.51211
H -2.05859 1.18614 0.36724
H 2.05019 -1.23744 1.69953
H 3.25573 -1.33293 0.61633
H -3.68760 -0.56954 -0.58243
H -2.79178 -1.39055 -1.51036
O -2.78122 -0.63442 -0.89974
*
```


--- b ---
Entry from the OMol25 dataset: a 2-piece molecular cluster, C3H11NO2 overall (wB97M-V/def2-TZVPD).

Properties
**Frontier orbital gap**: 9.97 eV
**E_HOMO**: -0.34265 Eh
**Structure (SMILES)**: NCCCO.O

Geometry as ORCA input:
```
! wB97M-V def2-TZVPD RIJCOSX def2/J DEFGRID3
* xyz 0 1
C 0.97990 1.65388 -0.47689
C 0.43611 0.44067 0.11118
C 1.01276 -0.76129 -0.40141
O 0.64789 -1.86116 0.47098
N 1.18261 1.69776 -1.89001
H 2.08596 1.54927 -0.00388
H 0.30397 2.41726 -0.10018
H -0.62415 0.50706 -0.16421
H 0.35634 0.53081 1.18609
H 2.16186 -0.76741 -0.67519
H 0.61110 -0.93453 -1.43211
H 1.41063 -2.11415 1.04418
H 1.50137 0.64848 -2.09817
H 0.34186 1.85413 -2.35077
H -4.53193 -2.19260 2.56474
H -3.48170 -1.16804 2.27570
O -4.39457 -1.50015 1.93997
*
```


What should be chosen as the most stable of them? Choose a.